Density functional theory data (ωB97M-V/def2-TZVPD) for a cluster of 2 separate species, C11H23OP in total at a distorted geometry.

```
36
Properties=species:S:1:pos:R:3:forces:R:3
P -0.46235 1.07400 -1.56187 0.2 -1.9 0.4
O 1.04810 1.16944 0.51348 -0.3 1.5 -1.4
C 1.86376 1.81594 1.49139 1.1 2.0 -3.3
C 0.85741 1.78907 -0.82020 -0.5 -1.0 2.7
C -2.38002 0.20762 1.05714 2.1 1.0 -2.2
C 1.43986 -2.09126 -1.53689 -2.6 -0.1 2.0
C 1.33318 3.07075 2.16793 -0.3 -0.7 0.9
C 1.68837 2.98195 -1.30390 -1.1 -1.1 -0.1
C 0.67158 -1.77381 -0.20223 2.0 1.4 0.1
C -0.69512 -1.12647 -0.30978 -0.4 1.0 0.2
C -1.28547 -0.86163 1.08173 -0.8 -1.2 2.1
C -2.15769 -3.15940 -0.92240 -0.4 1.4 1.9
C -1.71799 -1.69286 -1.24925 1.6 -2.4 -1.7
H 0.95469 3.72529 -1.62265 0.2 -0.1 -0.4
H -2.34913 -3.40350 0.16004 -0.1 0.8 -0.9
H 0.44077 3.32415 1.61256 0.1 1.1 -0.4
H -0.47644 -0.65740 1.88087 -1.2 0.0 -1.5
H -1.47116 -3.89491 -1.17144 1.7 -1.2 -0.9
H 0.97045 -2.86384 -2.10805 -0.6 -0.1 -0.7
H -1.87023 -1.79762 1.56780 1.6 1.4 -1.5
H -2.58225 -1.11853 -1.34916 -1.4 1.2 0.3
H -1.33854 -1.71937 -2.33087 -0.1 0.0 1.4
H -2.93481 0.17871 0.09794 0.6 0.3 0.4
H 2.30810 2.63783 -2.15890 -0.1 0.6 0.7
H 0.81922 -2.58037 0.56620 -0.9 0.3 -0.8
H 2.20193 3.46484 -0.49086 0.7 0.0 0.1
H 0.92801 2.91373 3.17475 0.1 -0.5 -0.1
H 1.22585 -0.91009 0.28545 -0.2 -1.2 -0.5
H 1.59857 -1.18706 -2.02261 -0.3 1.6 -1.5
H 2.15684 1.07520 2.11784 0.6 -2.3 2.2
H -3.11320 0.14778 1.75399 -2.1 -0.8 2.5
H -3.04064 -3.36915 -1.46443 -1.1 -0.3 -0.5
H 2.14228 3.80071 2.34853 -0.7 0.1 -0.8
H 2.39332 -2.42142 -1.37346 2.5 -1.1 1.0
H 2.76272 2.05806 0.88684 0.0 0.2 0.8
H -1.92996 1.19359 1.23449 -0.1 0.0 -0.6
```
Positions in Å, forces in eV/Å.

Values from the calculation:
**Frontier orbital gap**: 8.01 eV
**E_LUMO**: 0.490 eV
**HOMO energy**: -7.521 eV
**Relative energy (zero: lowest compared OMol25 entry of this formula, charge and spin)**: 1.329 eV
**Net charge**: 0



Density functional theory data (ωB97M-V/def2-TZVPD) for a structure of composition C11H24B2ClFN2O5PSSr at a distorted geometry.

```
49
Properties=species:S:1:pos:R:3:forces:R:3
Sr -2.29283 -5.00839 -1.58769 0.1 0.4 -1.0
Cl -1.19558 1.88826 3.83839 -1.4 -1.1 -2.5
S 0.52048 -1.21383 4.01595 -0.5 -0.4 0.2
P 1.97552 -1.26707 2.68867 0.0 -0.7 1.7
F -1.80921 1.60265 -4.24415 2.8 0.4 1.5
O -1.83235 -0.91637 -2.63250 0.5 -2.0 2.9
O 1.03205 -1.11247 -0.02749 -2.3 -0.6 -0.3
O 0.49128 0.69173 1.30572 -1.6 0.1 -0.7
O 0.34949 -2.20557 -2.40024 -2.9 2.4 -0.9
O -2.92578 -0.03403 2.93241 5.4 6.3 -3.7
N 2.96802 2.05869 2.50141 2.1 0.5 0.6
N -1.43672 -3.29634 -0.15430 -0.4 -0.8 0.1
C -1.88389 1.31786 0.88750 0.1 1.4 0.3
C 3.04180 0.27913 0.52659 1.8 0.8 0.0
C 3.85549 1.25154 1.57973 1.4 -1.6 -0.4
C -1.18368 -2.01889 0.67439 -0.1 1.4 1.2
C -3.12988 -1.08359 -1.95952 -1.4 1.7 -0.5
C -2.09555 0.93267 2.47728 -3.6 -4.8 2.7
C -0.80763 2.39792 -1.96196 0.4 0.9 -1.0
C -0.51368 1.93558 -3.54174 -0.3 1.2 0.1
C -0.51958 0.71022 0.21258 2.4 -0.2 1.9
C 0.20803 1.69654 -0.88366 -0.4 0.5 -0.9
C -0.43597 -0.86772 -0.22068 1.8 -1.4 0.1
B 1.59779 -0.27630 1.08720 -0.6 1.7 -2.8
B -0.69795 -1.32096 -1.77918 0.9 -0.1 -1.8
H 0.30147 -2.03743 -3.39921 0.0 -0.5 1.9
H -0.50726 -2.37155 1.57479 -1.6 1.3 -1.5
H -0.58143 -3.91055 -0.14126 -0.4 1.0 0.6
H -2.20286 -3.79506 0.36357 1.0 0.7 0.7
H 4.50687 0.52437 2.25973 -1.1 1.5 -1.5
H -0.05780 2.84629 -4.16196 -1.1 -2.1 1.4
H 2.18275 -2.64395 2.29057 0.5 0.7 0.2
H 0.78974 2.54358 -0.27650 -1.5 -2.1 -1.1
H 3.16515 -0.81845 3.39666 -0.4 -0.6 -0.9
H -1.94788 2.26717 -1.73444 2.2 0.1 -0.4
H -3.89429 -0.36628 -2.53054 1.7 -1.7 1.2
H 3.18213 1.69036 3.47418 -0.6 0.8 -1.5
H 3.38860 3.03323 2.51773 -0.9 -1.5 0.1
H -1.76569 2.50546 0.86094 -0.2 -2.6 0.2
H -2.24972 -1.64457 0.99384 2.1 -0.8 -0.2
H -2.87420 1.08897 0.29867 1.9 0.2 1.3
H 1.03736 1.12999 -1.52818 -1.8 0.9 1.7
H 3.73626 -0.65954 0.33188 -1.2 1.8 0.2
H 2.95355 0.86270 -0.48393 0.0 -1.2 1.7
H -0.59153 3.56625 -1.94362 -0.6 -2.5 0.0
H -3.15542 -0.75030 -0.83806 0.3 -0.8 -2.1
H -3.59163 -2.16897 -2.05562 1.0 1.6 0.1
H 4.63103 1.90652 0.97505 -1.7 -1.2 1.3
H 0.26511 1.06051 -3.57904 -1.9 1.3 -0.1
```
Positions in Å, forces in eV/Å.

Values from the calculation:
**Frontier orbital gap**: 1.95 eV
**E_LUMO**: -6.843 eV
**HOMO energy**: -8.796 eV
**Net charge**: +1



Density functional theory data (ωB97M-V/def2-TZVPD) for a structure of composition C11H24BF4HgN3NbO at a distorted geometry.

```
46
Properties=species:S:1:pos:R:3:forces:R:3
Hg -3.78851 1.92612 -1.30081 1.2 -1.3 -0.1
Nb -0.31112 0.02760 -0.50131 -2.4 -2.5 2.3
F 1.91252 0.55082 3.32832 -1.2 -0.3 -0.2
F 0.30769 -1.09084 3.67830 0.2 1.2 -0.4
F 0.05469 0.21026 1.45139 -0.3 -0.1 -2.3
F -0.28952 1.16652 3.75745 0.7 -0.8 -0.3
O -3.24210 3.45997 1.40139 3.2 -2.1 -3.9
N 1.12965 1.08044 -1.51252 1.5 0.4 -0.7
N -1.79996 0.90463 -0.83337 -0.1 0.2 -0.6
N -0.64828 -1.94271 -0.87005 0.7 2.1 0.1
C 2.56786 2.92548 -2.38307 0.1 0.0 -0.1
C 2.24130 0.20978 -1.89123 0.2 -0.1 0.4
C -2.61080 3.03545 0.51089 -3.3 3.1 4.8
C 1.29567 2.53392 -1.64961 0.2 0.5 -0.4
C -0.71310 -3.56895 0.94048 0.4 -0.1 0.3
C -2.63006 -2.03629 0.57379 0.0 0.4 -0.1
C -2.18269 -3.88174 -1.04327 -0.2 -0.1 -0.1
C -1.53321 -2.84451 -0.12423 -0.6 -0.5 0.3
C 1.31697 3.16232 -0.25247 0.0 -0.2 0.9
C 0.10700 3.07854 -2.43946 -0.9 -0.1 -0.5
C 0.10423 -2.48377 -1.99272 0.1 -0.3 -0.3
B 0.61640 0.21039 3.47908 0.3 -0.2 1.1
H 2.58509 4.01550 -2.48180 0.0 -0.2 0.0
H 0.10048 2.64172 -3.44800 0.0 0.2 0.2
H 0.08948 -4.15343 0.48561 -0.1 -0.1 0.0
H 2.12541 2.72741 0.34990 -0.2 0.2 -0.1
H 2.16671 -0.77166 -1.38955 -0.1 0.2 -0.1
H -0.85713 2.82399 -1.97301 0.4 0.2 0.0
H 0.46907 -1.67840 -2.64572 0.0 0.0 0.1
H 3.46071 2.63354 -1.83118 0.1 0.1 -0.1
H -0.52677 -3.11648 -2.63826 0.3 0.3 0.3
H 0.98010 -3.06389 -1.64464 -0.4 0.1 -0.2
H -1.45049 -4.59594 -1.44090 -0.3 0.1 0.1
H -1.36264 -4.24750 1.50970 0.2 0.2 -0.2
H 0.37360 3.01715 0.29350 0.2 0.0 -0.1
H 2.25050 0.01541 -2.98120 0.0 0.3 0.3
H 0.18838 4.17160 -2.52592 0.1 -0.4 0.1
H -2.70846 -3.39352 -1.87428 0.1 -0.2 0.1
H -2.21698 -1.38624 1.36153 -0.1 -0.2 -0.1
H -3.17255 -1.40453 -0.14344 0.0 -0.3 0.1
H 2.59596 2.49665 -3.38538 0.1 0.0 0.0
H 3.21660 0.63893 -1.59794 -0.5 -0.1 -0.2
H -2.92313 -4.44680 -0.45478 0.3 0.2 -0.3
H 1.49408 4.24317 -0.33835 -0.1 -0.3 -0.1
H -3.34080 -2.72932 1.03949 0.2 0.3 0.0
H -0.25797 -2.85698 1.63780 -0.1 -0.1 0.0
```
Positions in Å, forces in eV/Å.

Values from the calculation:
**Multiplicity**: 2
**Frontier orbital gap (alpha / beta)**: 4.41 / 4.47 eV
**E_LUMO (alpha / beta)**: -10.954 / -10.917 eV
**HOMO energy (alpha / beta)**: -15.368 / -15.387 eV
**Relative energy (zero: lowest compared OMol25 entry of this formula, charge and spin)**: 1.692 eV
**Net charge**: +2



Density functional theory data (ωB97M-V/def2-TZVPD) for a structure of composition C11H24ClGdIN3OP2 at a distorted geometry.

```
44
Properties=species:S:1:pos:R:3:forces:R:3
Gd -2.01120 0.33748 -0.62088 -0.1 0.4 -1.5
I 2.85209 1.37616 -1.28849 0.2 1.3 0.1
Cl -3.87496 -0.99289 -1.37499 0.1 -0.2 0.1
P -0.92180 0.26320 -3.38548 0.3 0.4 -2.5
P -0.15992 -0.29643 1.20769 0.2 -0.5 1.3
O 4.10636 -0.92856 0.02476 -2.0 0.7 -2.4
N -1.38743 0.91906 3.44022 0.1 -0.5 -0.9
N 1.09682 0.87942 3.35311 -0.9 -0.2 0.3
N -0.14409 -1.17336 3.88076 0.0 0.9 -0.3
C 2.51397 -1.50936 -1.71195 -1.3 -1.3 0.5
C -1.34445 -0.36508 4.19304 0.4 0.2 0.0
C -0.13323 1.66968 3.67207 0.4 -0.4 0.1
C -1.61403 0.69793 1.98669 0.8 0.1 1.4
C 1.06749 -0.35873 4.17008 -0.4 0.1 -0.3
C 1.28721 0.62982 1.94106 0.3 0.9 0.0
C 3.33982 -0.62946 -0.87248 1.9 -0.9 2.7
C 0.72362 0.63678 -4.10509 0.7 0.1 0.9
C -1.37279 -1.10182 -4.53447 -0.5 -0.7 0.6
C -0.13675 -1.65580 2.49520 -0.3 -0.3 0.4
C -1.83216 1.66004 -4.16661 -0.4 0.2 0.7
H 0.69542 0.62619 -5.20559 -0.3 0.0 0.4
H 1.95623 -0.95807 3.95061 -0.1 0.1 0.1
H -0.61363 -1.89620 -4.50274 -0.2 0.2 0.1
H -1.32086 -0.08929 5.26965 -0.1 -0.3 -0.7
H 1.40657 1.56652 1.38077 0.1 -0.2 0.3
H -1.41569 2.61351 -3.81209 -0.1 -0.2 -0.1
H -1.73739 1.60950 -5.26159 0.0 -0.1 0.4
H -2.33393 -1.53625 -4.23395 0.2 0.0 -0.2
H -0.09293 1.92132 4.75480 0.0 -0.1 -0.8
H -0.14951 2.58379 3.06387 0.1 -0.1 0.3
H -1.45052 -0.73969 -5.57076 0.1 0.2 0.5
H -2.89083 1.61296 -3.87681 0.1 0.1 -0.3
H 2.87754 -1.58253 -2.72219 0.3 0.1 -0.4
H -1.00360 -2.30209 2.31669 0.2 -0.1 0.1
H -2.24512 -0.94866 3.96537 0.2 0.2 0.2
H 1.05542 -0.05735 5.23524 0.0 -0.3 -0.6
H 0.79110 -2.21136 2.31211 -0.3 -0.1 0.0
H 1.45881 -0.10327 -3.76168 -0.2 0.3 -0.3
H 2.18628 0.02029 1.75991 -0.3 0.1 0.1
H -2.56163 0.13766 1.84744 0.0 0.2 0.2
H 2.47784 -2.51552 -1.27412 0.2 0.1 -0.2
H 1.06331 1.61382 -3.73979 -0.1 -0.2 -0.3
H 1.46895 -1.12751 -1.73184 0.7 -0.1 -0.1
H -1.67638 1.70417 1.53248 -0.2 0.0 0.0
```
Positions in Å, forces in eV/Å.

Values from the calculation:
**Multiplicity**: 8
**Frontier orbital gap (alpha / beta)**: 7.07 / 4.26 eV
**E_LUMO (alpha / beta)**: -7.840 / -10.558 eV
**HOMO energy (alpha / beta)**: -14.906 / -14.820 eV
**Relative energy (zero: lowest compared OMol25 entry of this formula, charge and spin)**: 0.000 eV
**Net charge**: +2



Density functional theory data (ωB97M-V/def2-TZVPD) for a cluster of 2 separate species, C11H24ClN4PSi in total.

```
42
Properties=species:S:1:pos:R:3:forces:R:3
Cl -0.14837 -3.58207 -3.94538 0.0 -0.1 -0.2
P 1.75085 -1.06442 -2.62216 0.2 -0.1 -0.4
Si 0.06528 -2.47763 -2.19750 -0.2 0.0 0.5
N -0.32323 1.72810 2.17237 0.0 -0.1 -0.1
N -2.09044 -2.90478 0.17026 0.0 0.0 -0.2
N -0.74492 -1.00138 0.22362 0.3 -0.1 -0.1
N -3.18279 -0.83364 -0.27769 0.1 -0.1 0.3
C -0.60920 4.15046 3.51274 0.0 0.0 0.0
C 1.05521 0.66047 -2.53946 0.1 0.3 0.1
C -1.91837 -1.58408 -0.41208 -0.2 0.1 0.1
C 2.95590 -1.16668 -1.22142 0.1 -0.1 0.2
C -1.61698 -1.69769 -1.90425 0.1 0.1 -0.1
C 1.17151 1.47123 -1.23373 -0.1 -0.2 -0.1
C 0.69003 2.58458 2.26907 0.0 0.1 0.0
C -1.47598 2.07401 2.73955 -0.1 0.0 0.0
C 0.59705 3.80191 2.92743 0.0 0.0 0.0
C 3.12607 -2.56886 -0.63949 0.2 0.0 0.0
C -1.67188 3.26738 3.41745 0.0 0.0 0.0
H -0.71897 5.09279 4.03323 0.0 0.0 0.0
H -3.04827 -3.20474 0.05547 -0.1 -0.1 -0.1
H 2.09582 2.05115 -1.22796 0.0 0.0 0.1
H -2.28763 1.35902 2.64468 0.0 0.0 0.0
H -2.63336 3.49443 3.85688 0.0 0.0 0.0
H 3.96973 -2.58000 0.05368 0.0 0.0 0.0
H 3.91112 -0.84864 -1.64897 0.0 0.1 0.0
H -3.06697 0.12504 -0.58504 0.0 0.0 -0.1
H -1.87043 -2.91152 1.15613 0.0 0.0 0.1
H -0.73069 -1.12311 1.22681 -0.1 0.0 0.1
H -1.58759 -0.69429 -2.34482 -0.2 0.0 0.0
H 3.34123 -3.30363 -1.41882 -0.1 0.0 0.0
H 1.61769 2.28568 1.79343 0.0 0.0 0.0
H 2.71686 -0.46529 -0.42237 -0.1 0.0 0.0
H 1.16059 0.83381 -0.35153 0.0 0.0 0.0
H 1.58259 1.19264 -3.33393 -0.1 0.1 0.0
H 0.01486 0.61734 -2.86511 0.0 -0.1 0.0
H 1.45424 4.45916 2.97680 0.0 0.0 0.0
H 0.33773 2.16949 -1.12252 0.1 0.0 -0.1
H -3.44273 -0.79736 0.70306 0.0 0.0 0.0
H 0.41682 -3.46542 -1.17353 0.0 -0.1 0.0
H 2.23508 -2.89114 -0.10509 0.0 0.0 0.0
H -2.42221 -2.24466 -2.39393 0.1 0.0 -0.1
H -0.67523 -0.00764 0.05408 -0.1 0.1 0.0
```
Positions in Å, forces in eV/Å.

Values from the calculation:
**Frontier orbital gap**: 8.30 eV
**E_LUMO**: 0.539 eV
**HOMO energy**: -7.759 eV
**SMILES**: CCP(CC)[Si@H](Cl)CC(N)(N)N.c1ccncc1
**Net charge**: 0



Density functional theory data (ωB97M-V/def2-TZVPD) for a structure of composition C11H24ClNO3Y at a distorted geometry.

```
41
Properties=species:S:1:pos:R:3:forces:R:3
Y -3.32047 -1.47277 0.78346 4.1 3.0 -0.1
Cl -2.55517 0.68510 2.17535 -1.4 -3.0 -1.8
O -1.26423 3.16282 3.87988 0.0 0.8 -2.1
O -1.30003 -1.62913 -0.59942 -0.5 1.3 -0.8
O -0.48695 5.18378 6.17283 -0.4 -0.4 0.0
N -0.32369 -1.11007 -1.50711 -1.8 -2.6 2.8
C -1.21291 3.02592 5.25788 -0.7 -0.4 0.5
C -1.61367 -1.88950 -3.56600 -0.7 0.4 0.5
C -1.62848 4.36284 5.94359 0.7 -0.6 -0.2
C 0.30807 -3.29689 -2.78335 -0.5 0.7 1.2
C 2.07942 -0.71361 -3.18822 -1.7 0.3 0.5
C -0.27636 -1.81388 -2.84050 1.4 -0.7 -1.2
C 0.69419 -1.00926 -3.73774 0.1 0.8 -0.6
C 0.60346 0.51302 0.24286 -0.5 -0.3 -0.4
C 0.88140 -0.61408 -0.78390 2.1 1.4 0.3
C 1.67649 -1.72608 -0.03403 0.2 -1.3 -0.9
C 1.83717 0.05346 -1.83963 1.6 -1.8 -0.8
H 0.15477 1.34484 -0.30014 -0.4 0.1 0.4
H 1.61404 1.10544 -2.01753 -0.1 -0.2 0.0
H -2.29888 4.96983 5.33513 0.1 -0.4 -0.3
H -0.22067 2.66619 5.53019 0.4 0.6 0.5
H 1.33332 -3.35452 -2.41780 -0.1 0.2 -0.2
H 0.25992 -3.71779 -3.78766 -0.1 0.2 0.1
H 2.67594 -1.62567 -3.16771 0.0 0.0 0.7
H -2.17851 4.13750 6.85725 0.2 0.0 0.3
H -1.98620 -0.91425 -3.87937 0.2 0.1 0.0
H 2.64307 -1.42903 0.37289 -0.4 1.0 0.1
H 0.10222 4.65283 6.71373 0.3 0.2 0.2
H 2.63806 -0.06360 -3.86165 -0.2 0.1 0.0
H -0.30218 -3.89277 -2.10466 -0.1 -0.1 -0.1
H -1.83995 2.16666 5.49579 -0.6 0.2 0.7
H -1.42319 2.33959 3.41232 0.2 0.1 0.5
H 0.21081 -0.05194 -3.93263 -0.1 0.2 -0.1
H 1.53135 0.89066 0.67241 0.3 -0.2 -0.4
H 2.85937 -0.06752 -1.48106 -0.2 0.8 1.0
H -1.51937 -2.49941 -4.46445 0.2 0.1 0.1
H 0.04531 0.18546 1.11994 -0.4 0.0 -0.3
H 0.79899 -1.48399 -4.71331 -0.4 -0.3 0.1
H 1.16371 -2.26907 0.75989 -0.4 0.3 -0.1
H -2.40421 -2.34089 -2.96650 0.1 -0.2 0.1
H 2.04395 -2.46014 -0.75112 -0.4 -0.3 -0.1
```
Positions in Å, forces in eV/Å.

Values from the calculation:
**Multiplicity**: 2
**Frontier orbital gap (alpha / beta)**: 2.92 / 2.90 eV
**E_LUMO (alpha / beta)**: -10.562 / -10.582 eV
**HOMO energy (alpha / beta)**: -13.479 / -13.479 eV
**Relative energy (zero: lowest compared OMol25 entry of this formula, charge and spin)**: 0.000 eV
**Net charge**: +2